Here is 4 unconnected molecules or ions with the total composition C27H59BF3NO14P3 in a non-equilibrium geometry from the OMol25 dataset. Energies are from ωB97M-V/def2-TZVPD.

Positions of all 108 atoms, in Å:
O: 6.94629 -2.54038 -2.20119
B: 6.36778 -3.73974 -1.93955
O: 6.58743 -4.35074 -0.70042
C: 5.47708 -4.41727 -3.05870
C: 3.99596 -4.58986 -2.69548
C: 3.22106 -5.83373 -3.18352
C: 1.90659 -5.50615 -2.48923
N: 2.14047 -4.87202 -1.40559
C: 1.15771 -4.31861 -0.48019
C: 1.13738 -2.77225 -0.69065
C: -0.09721 -2.29820 -1.37521
F: -1.23199 -3.04235 -1.31524
C: -0.04811 -1.09479 -2.05897
F: -0.50227 0.01495 -1.53029
F: 0.49201 -0.95749 -3.24051
C: 3.59537 -4.72780 -1.20367
H: 7.41155 -2.22524 -1.41745
H: 6.22088 -3.79045 -0.00818
H: 5.52466 -3.78199 -3.94344
H: 5.89343 -5.38736 -3.34433
H: 3.49922 -3.65635 -2.97524
H: 3.05431 -5.71561 -4.25544
H: 3.63216 -6.80689 -2.92639
H: 0.89587 -5.70422 -2.82160
H: 0.17910 -4.73665 -0.69260
H: 1.44333 -4.53375 0.54599
H: 1.33501 -2.23020 0.23576
H: 1.95261 -2.50118 -1.37735
H: 3.90843 -3.97159 -0.49385
H: 3.98176 -5.69928 -0.88320
O: -1.79755 -4.03604 2.60584
P: -2.99767 -3.14997 2.67022
O: -2.40936 -1.79131 3.36630
C: -1.51232 -0.99390 2.59265
C: -2.25701 -0.20608 1.52354
O: -3.79227 -3.85196 3.91290
C: -3.58667 -5.22079 4.27454
C: -2.67860 -5.31926 5.48197
O: -4.34459 -2.44284 2.12537
C: -5.51236 -2.15498 2.91861
C: -5.28327 -1.17794 4.04695
H: -0.74194 -1.62529 2.13401
H: -1.01093 -0.31108 3.27868
H: -2.69216 -0.87988 0.77978
H: -1.57928 0.47926 1.01223
H: -3.07795 0.36558 1.95343
H: -3.19556 -5.79330 3.43505
H: -4.56813 -5.63387 4.51525
H: -1.75192 -4.76766 5.32369
H: -2.43663 -6.35973 5.70247
H: -3.16272 -4.88283 6.35654
H: -5.96291 -3.07821 3.27572
H: -6.22603 -1.72167 2.21639
H: -4.66152 -1.59896 4.83451
H: -6.24377 -0.90297 4.48511
H: -4.79349 -0.27304 3.68781
O: -0.30760 2.25629 4.73467
P: -0.33502 3.61993 5.35771
O: 1.26056 4.00899 5.34034
C: 1.87938 4.35119 4.09926
C: 1.51940 5.75576 3.64824
O: -0.48635 3.12132 6.91638
C: -1.08067 1.86796 7.26028
C: -0.01228 0.84471 7.58367
O: -0.85963 5.09963 5.74257
C: -0.82784 5.68348 7.05884
C: 0.55543 5.87458 7.63265
H: 1.60934 3.61668 3.33406
H: 2.95511 4.27820 4.25919
H: 0.45708 5.83128 3.40475
H: 2.09251 6.03397 2.76297
H: 1.71861 6.47752 4.43962
H: -1.74026 1.51605 6.46858
H: -1.70182 2.04444 8.14114
H: 0.71937 0.77243 6.77900
H: -0.45376 -0.13926 7.74887
H: 0.53194 1.13666 8.48305
H: -1.46622 5.12114 7.73614
H: -1.29809 6.66094 6.94067
H: 1.03407 4.92764 7.87292
H: 0.48640 6.46120 8.54999
H: 1.20060 6.40235 6.93071
O: -0.94572 1.52847 -9.07807
P: -0.89277 2.74177 -8.22909
O: 0.68205 3.15365 -8.16259
C: 1.32251 3.63398 -9.35213
C: 0.94474 5.07030 -9.66457
O: -1.09874 2.07676 -6.74252
C: -1.68671 0.78928 -6.57696
C: -0.61477 -0.25250 -6.33222
O: -1.51241 4.15712 -7.78170
C: -1.57675 4.64646 -6.43327
C: -0.23394 4.86467 -5.77661
H: 1.08326 2.97765 -10.19291
H: 2.39521 3.56303 -9.17537
H: -0.11293 5.15214 -9.92373
H: 1.53094 5.44684 -10.50303
H: 1.11328 5.71086 -8.79904
H: -2.30532 0.52563 -7.43271
H: -2.34873 0.85222 -5.70945
H: 0.15147 -0.21948 -7.10649
H: -1.04560 -1.25554 -6.30547
H: -0.11252 -0.06370 -5.38377
H: -2.21692 4.00634 -5.82957
H: -2.09140 5.60542 -6.50797
H: 0.28173 3.92699 -5.57789
H: -0.37664 5.38106 -4.82588
H: 0.41520 5.47144 -6.40712

Output
lowest unoccupied orbital energy = -3.75 eV
frontier orbital gap = 0.263 Eh
net charge = +1
strongest force on any atom = 7.78 eV Å⁻¹